No. 1
73
Properties=species:S:1:pos:R:3:forces:R:3 method="wB97M-V/def2-TZVPD" total_energy_ev=-73323.0329 e_above_lowest_kj_mol=29.1 homo_energy_ha="-0.4998 / -0.4999" spin_multiplicity=1 total_charge=+2 homo_lumo_gap_ev="6.02 / 6.02"
W 0.4031 0.4156 -0.3520 0.24 0.68 1.15
O 2.1275 -0.2146 -0.7075 0.81 -0.33 -0.45
C 3.4161 -0.4745 -0.3911 -0.47 0.17 0.04
C 4.1622 -1.3436 -1.1658 0.23 0.01 0.13
C 5.4897 -1.5438 -0.8083 -0.03 -0.06 -0.06
C 6.0521 -0.8966 0.2903 -0.04 0.07 0.07
C 5.2874 -0.0216 1.0417 0.07 -0.10 -0.08
C 3.9489 0.1907 0.7054 -0.05 0.12 0.15
C 3.1415 1.1207 1.4748 0.20 -0.08 0.01
N 1.8898 1.3378 1.3664 0.02 0.00 -0.11
C 1.3236 2.3622 2.2388 0.07 0.00 -0.05
C 0.3838 3.1419 1.3579 -0.10 -0.11 0.02
N -0.5270 2.1134 0.8038 -0.28 0.13 0.07
C -1.7548 2.2459 1.1946 -0.10 0.13 -0.02
C -2.8471 1.3554 0.9876 0.06 0.09 -0.04
C -4.1557 1.6954 1.3679 -0.05 -0.06 -0.02
C -5.1617 0.7703 1.2190 0.02 0.02 0.01
C -4.8653 -0.5075 0.7241 0.02 -0.07 -0.04
C -3.5794 -0.8721 0.3705 -0.14 0.15 0.10
C -2.5734 0.0811 0.5007 0.30 -0.03 -0.28
O -1.3192 -0.2125 0.1732 -0.75 -0.54 0.55
H 3.7200 -1.8285 -2.0246 -0.02 0.01 0.00
H 6.1004 -2.2119 -1.4012 -0.01 0.00 0.00
H 7.0882 -1.0644 0.5478 0.00 -0.01 -0.02
H 5.7232 0.5002 1.8854 -0.02 0.01 0.00
H 3.6962 1.6821 2.2294 -0.01 0.00 0.01
H 2.0981 2.9960 2.6723 0.01 -0.01 -0.01
H 0.7704 1.8775 3.0469 -0.03 0.00 -0.01
H 0.9277 3.6360 0.5588 0.05 -0.02 -0.03
H -0.1812 3.8879 1.9141 0.00 -0.02 0.04
H -1.9900 3.1378 1.7745 -0.03 0.00 -0.01
H -4.3625 2.6799 1.7694 0.01 0.00 0.00
H -6.1765 1.0202 1.4932 0.00 -0.01 0.00
H -5.6631 -1.2313 0.6172 -0.01 0.02 0.01
H -3.3444 -1.8559 -0.0112 0.00 -0.01 -0.01
C -0.8927 3.5766 -1.9945 0.11 -0.11 0.01
C -1.5475 2.2634 -2.3293 -0.35 -0.07 -0.22
C -2.7345 2.4483 -3.0959 0.15 0.07 0.10
C -3.4910 1.4095 -3.5127 -0.01 -0.07 -0.01
C -3.0514 0.1038 -3.2200 -0.08 -0.06 -0.05
C -3.7740 -1.0299 -3.6524 0.01 0.03 0.00
C -3.3077 -2.2920 -3.4099 0.03 0.01 0.03
C -2.0853 -2.4529 -2.7428 -0.08 -0.02 -0.06
C -1.3766 -1.3584 -2.2994 -0.13 0.02 -0.03
S 0.2189 -1.5153 -1.6696 0.19 -0.03 -0.36
C -1.8546 -0.0457 -2.5017 0.11 0.10 0.05
N -1.1216 1.0337 -2.0044 -0.27 0.28 -0.08
H -1.6150 4.3649 -2.1852 0.05 0.03 0.02
H -0.0397 3.7591 -2.6500 0.02 -0.04 -0.01
H -0.5503 3.6647 -0.9773 0.06 -0.03 0.08
H -3.0224 3.4637 -3.3228 -0.03 -0.02 -0.02
H -4.4030 1.5631 -4.0758 0.00 0.00 0.01
H -4.6987 -0.8728 -4.1930 0.00 -0.01 0.00
H -3.8579 -3.1577 -3.7507 0.01 -0.01 0.01
H -1.6823 -3.4469 -2.5949 0.03 0.01 0.01
O 0.6798 -0.9156 1.3233 0.16 -0.26 0.16
S 1.3999 -2.2962 1.2306 -0.11 0.21 -0.28
C 2.4827 -2.3566 2.6720 -0.05 0.00 0.14
C 2.1310 -3.6579 3.3901 0.03 0.00 -0.01
C 0.6072 -3.7527 3.3488 -0.04 0.01 -0.01
C 0.2114 -3.4851 1.8972 -0.05 0.01 0.06
H 2.2047 -1.4830 3.2661 0.03 0.00 0.00
H 3.5131 -2.2658 2.3345 0.01 -0.03 0.02
H 2.5272 -3.6453 4.4041 -0.03 0.00 0.01
H 2.5801 -4.5112 2.8774 0.01 0.01 0.00
H 0.1612 -2.9999 4.0008 0.02 0.01 0.00
H 0.2448 -4.7261 3.6742 0.01 -0.01 -0.01
H -0.7688 -3.0326 1.7490 -0.01 -0.04 0.01
H 0.2917 -4.3708 1.2659 0.03 -0.02 0.03
O 2.7520 2.8076 -2.4363 -0.25 0.02 0.06
N 1.8839 2.0086 -2.2571 0.32 -0.06 0.05
O 1.5271 1.1007 -2.9684 0.08 0.32 -0.19
O 1.2100 2.1334 -1.0538 0.06 -0.45 -0.62


No. 2
50
Properties=species:S:1:pos:R:3:forces:R:3 method="wB97M-V/def2-TZVPD" smiles="Cc1cc(=O)oc2cc(OCC(=O)OCC(=O)N3CCC(C)CC3)ccc12" total_energy_ev=-34889.2283 e_above_lowest_kj_mol=113.1 homo_energy_ha=-0.3105 spin_multiplicity=1 homo_lumo_gap_ev=8.72
C -7.2174 -0.3553 0.5968 0.02 0.10 0.01
C -5.9483 0.3813 0.3188 -0.03 0.58 0.05
C -5.8750 1.7278 0.4206 -0.19 -0.49 0.01
C -4.6628 2.4728 0.1573 -0.08 0.65 0.07
O -4.5477 3.6716 0.2234 0.01 -0.44 -0.03
O -3.5565 1.7409 -0.1994 0.23 0.15 -0.03
C -3.5948 0.3965 -0.3071 -0.27 -0.90 -0.04
C -2.4054 -0.2284 -0.6753 0.09 0.07 -0.04
C -2.3649 -1.6052 -0.8094 -0.54 0.18 0.06
O -1.2731 -2.3203 -1.1823 0.00 -0.05 0.09
C -0.0372 -1.6659 -1.2740 0.08 0.11 0.09
C 0.4275 -1.1179 0.0766 -0.38 -0.29 -0.01
O -0.0839 -1.3699 1.1272 0.07 -0.04 -0.05
O 1.4848 -0.3195 -0.1078 0.23 0.11 -0.32
C 2.1240 0.2173 1.0540 0.04 0.02 0.61
C 3.5047 -0.4135 1.2995 -0.62 0.05 -0.10
O 3.7533 -0.9188 2.3760 -0.07 0.00 0.37
N 4.3850 -0.3806 0.2837 0.35 -0.18 -0.26
C 4.2425 0.3221 -0.9703 -0.10 0.49 -0.14
C 5.2381 1.4836 -1.0345 0.08 -0.40 -0.21
C 6.6698 0.9749 -0.8548 0.03 0.35 0.29
C 7.6693 2.1267 -0.8750 -0.14 -0.27 -0.11
C 6.7543 0.1939 0.4581 -0.12 -0.23 -0.36
C 5.7151 -0.9248 0.4833 0.27 -0.09 0.41
C -3.5296 -2.3538 -0.5821 0.26 -0.10 -0.07
C -4.6965 -1.7355 -0.2177 0.15 0.25 -0.02
C -4.7634 -0.3430 -0.0679 0.49 0.20 -0.10
H -8.0059 0.3380 0.8757 -0.06 0.00 0.01
H -7.5336 -0.9105 -0.2850 -0.05 -0.08 -0.03
H -7.0702 -1.0651 1.4094 -0.04 -0.09 0.04
H -6.7273 2.3240 0.7060 -0.05 0.04 0.02
H -1.5451 0.4015 -0.8312 0.12 0.07 -0.04
H 0.6767 -2.4300 -1.5959 -0.04 0.18 0.02
H -0.0456 -0.8593 -2.0182 0.01 -0.09 0.10
H 1.5102 0.0091 1.9354 0.22 0.08 -0.20
H 2.2140 1.2982 0.9133 -0.04 -0.12 -0.04
H 3.2245 0.6816 -1.0960 0.08 -0.07 -0.04
H 4.4556 -0.3842 -1.7821 -0.09 0.05 -0.01
H 5.1353 1.9930 -1.9938 -0.01 0.08 -0.03
H 5.0088 2.1998 -0.2423 -0.04 0.08 0.04
H 6.9028 0.2938 -1.6819 -0.03 -0.04 0.00
H 7.4657 2.8218 -0.0635 -0.01 0.11 0.11
H 8.6837 1.7529 -0.7589 0.15 0.02 0.02
H 7.6086 2.6696 -1.8153 0.04 0.12 -0.09
H 7.7494 -0.2357 0.5799 0.07 0.01 0.05
H 6.5711 0.8692 1.2962 0.02 0.04 0.08
H 5.7219 -1.4403 1.4445 0.00 -0.01 -0.19
H 5.9198 -1.6464 -0.3154 0.00 0.00 0.03
H -3.4743 -3.4242 -0.6946 0.00 -0.14 0.00
H -5.5774 -2.3309 -0.0399 -0.10 -0.07 0.02


No. 3
17
Properties=species:S:1:pos:R:3:forces:R:3 method="wB97M-V/def2-TZVPD" total_energy_ev=-8316.1219 e_above_lowest_kj_mol=151.1 homo_energy_ha="-0.5059 / -0.5041" spin_multiplicity=2 total_charge=+1 homo_lumo_gap_ev="8.99 / 5.14"
C -1.7100 -0.2893 -0.1657 0.37 0.28 0.97
C -0.6562 0.7341 -0.7077 -1.53 1.49 2.39
C 0.7423 0.4754 -0.1490 0.67 -0.96 -5.96
C 1.4174 1.3350 0.6795 1.85 -0.05 1.16
C 1.8394 -1.6021 -0.7736 -1.42 0.50 -0.86
N 1.5328 -0.3896 -1.0657 -1.49 -0.15 5.22
N -1.5722 -0.5793 1.3257 0.04 1.10 -2.20
H -2.7282 0.0921 -0.3799 0.67 -0.26 0.13
H -1.5891 -1.2164 -0.6362 0.03 -1.36 -1.04
H -0.9977 1.6710 -0.2055 0.44 -0.34 -0.17
H -0.8374 1.0126 -1.7549 0.95 -0.78 -0.04
H 0.9911 2.2343 1.0782 -0.70 0.09 0.16
H 2.4654 1.1851 1.0313 -0.84 -0.18 -0.74
H 2.4070 -2.1594 -1.4762 0.86 -0.27 -0.57
H 1.3397 -2.2319 0.0032 0.49 0.99 -0.16
H -0.5617 -0.4949 1.5151 -0.84 0.03 0.60
H -2.0824 0.2233 1.6816 0.48 -0.12 1.08